A single C4H10F2N2O4S2 molecule, computed with the ωB97M-V functional and the def2-TZVPD basis.

```
24
Properties=species:S:1:pos:R:3:forces:R:3:nbo_charge:R:1
C 1.02903 1.47849 1.74194 -3.152 0.776 -0.874 -0.258
O 0.80266 1.51995 0.29292 0.871 -0.465 3.010 -0.521
C -0.28931 2.27320 0.02957 1.112 1.458 -2.717 0.217
O -1.50586 1.67036 0.25733 -2.677 -2.059 -0.243 -0.723
S -2.19198 0.39925 -0.53877 -1.556 -0.016 2.419 2.455
O -1.50639 0.21394 -1.77110 -0.421 0.615 -0.164 -0.889
F -3.64594 1.08759 -0.74121 2.242 -0.520 -0.258 -0.451
N -2.61546 -0.68958 0.43406 -0.312 1.653 -2.014 -0.885
C -1.61163 -1.52858 0.97679 1.506 -1.348 2.414 -0.070
N -0.32928 -1.47839 0.33322 1.089 -0.572 -2.002 -0.982
S 0.06203 -2.20414 -0.95649 2.406 2.535 5.236 2.287
C 1.39468 -1.24086 -1.62697 0.623 -0.378 1.494 -0.873
O -0.86414 -2.65580 -1.87596 -1.825 -1.911 -2.513 -0.883
F 1.01964 -3.42117 -0.40553 -0.674 0.055 -0.942 -0.520
H 1.98273 1.18823 1.93085 2.607 -1.546 0.405 0.194
H 0.22705 0.93471 2.28471 0.726 -0.216 -0.533 0.189
H 0.96930 2.48335 2.12417 -0.085 0.731 0.019 0.170
H -0.01458 2.51410 -1.01848 -1.455 0.243 0.067 0.179
H -0.46731 3.19057 0.60728 0.867 -0.035 0.100 0.171
H -1.92750 -2.61349 1.15366 -0.213 1.562 -0.414 0.197
H -1.30791 -1.11168 1.98573 -0.862 -0.614 -0.646 0.184
H 1.97451 -1.98750 -2.25472 -0.565 1.533 0.407 0.260
H 0.87739 -0.36465 -2.05153 0.541 -0.572 -0.458 0.275
H 1.96210 -0.85543 -0.68889 -0.794 -0.910 -1.794 0.281
```
Forces are in eV/Å.

Charge: 0
Multiplicity: 1
Structure (SMILES): COCO[S@](=O)(F)=NCN=[S@](C)(=O)F

A molecular structure, C4H10F8KN4O18S8, computed with the ωB97M-V functional and the def2-TZVPD basis.

```
53
Properties=species:S:1:pos:R:3:forces:R:3:nbo_charge:R:1
K 0.51825 1.57553 1.22353 -0.204 0.353 -1.081 0.939
N 2.40838 -0.28529 0.94677 -1.935 -1.531 5.294 -1.066
S 3.60892 -1.03309 0.44514 7.137 0.960 -10.103 2.388
O 3.78508 -2.45609 0.54527 -0.447 0.325 1.484 -0.897
O 4.84560 -0.21024 0.29894 -2.465 -1.836 1.583 -0.919
F 3.13040 -0.95569 -1.16915 0.178 -0.216 1.544 -0.540
S 2.47617 -1.08414 2.48202 -3.786 0.689 2.167 2.370
O 3.64941 -0.89198 3.24837 0.990 0.603 -0.149 -0.899
O 1.85381 -2.37534 2.65654 -0.004 1.404 -0.967 -0.893
F 1.39769 -0.02032 3.15461 0.780 -1.034 -0.560 -0.524
N 0.86590 0.56591 -3.75485 2.193 3.268 1.695 -1.082
S 1.49509 1.89548 -2.95675 1.697 -1.151 4.026 2.398
O 1.13804 1.95424 -1.51213 0.324 0.016 -3.253 -0.944
O 1.63807 3.12827 -3.70050 -0.146 -1.439 0.475 -0.896
F 2.99126 1.28060 -2.77895 -0.708 0.597 -0.885 -0.507
S -0.39851 1.22084 -4.36516 -5.038 -2.188 -1.895 2.416
O -0.35526 1.40637 -5.81119 0.134 0.307 1.524 -0.943
O -1.24111 2.07218 -3.54331 1.854 -0.538 -1.359 -0.878
F -1.23074 -0.22951 -4.24916 0.134 0.914 -0.530 -0.556
N -2.56071 4.41141 -0.24956 -4.117 -7.346 3.591 -1.058
S -2.73071 2.82608 -0.84190 -3.004 -3.956 -0.427 2.339
O -1.68976 1.86014 -0.52126 -0.724 1.706 -0.158 -0.933
O -3.45908 2.63569 -2.12499 2.069 1.051 2.746 -0.871
F -3.85691 2.45149 0.15803 -1.019 -0.261 0.709 -0.497
S -1.86639 4.80549 -1.45095 5.271 8.777 -6.642 2.414
O -2.67922 5.33364 -2.56060 1.520 -1.412 1.220 -0.927
O -0.51874 4.31712 -1.63170 -1.284 -0.831 -1.050 -0.891
F -1.47686 6.15140 -0.69053 0.641 2.663 -0.071 -0.559
N -0.69925 2.81168 3.17854 4.241 1.243 3.749 -1.128
S -0.02248 2.91666 4.76574 3.094 1.885 -0.745 2.350
O -0.28050 1.81620 5.68660 0.257 2.088 -1.285 -0.864
O 0.02522 4.32494 5.17119 -0.344 -2.763 -0.143 -0.890
F 1.55614 2.65461 4.29785 -1.634 0.147 0.386 -0.518
S -1.99775 2.18812 3.61122 -7.473 -2.145 -1.615 2.440
O -2.89484 3.05231 4.38973 1.646 -1.547 -0.093 -0.934
O -2.00728 0.74570 3.77730 0.122 1.255 0.701 -0.932
F -2.65873 2.29283 2.17346 0.074 0.072 0.179 -0.507
C 0.81343 -6.32549 -2.04495 -2.251 1.097 1.120 -0.255
O 0.44947 -4.92182 -1.71643 0.644 -1.365 0.382 -0.544
C -0.24726 -4.81205 -0.40221 0.578 -0.065 -1.285 -0.074
C -0.13651 -3.39469 0.14903 0.305 -0.143 -0.828 -0.099
O -1.00284 -2.49025 -0.53580 -0.192 -0.311 1.280 -0.525
C -1.14716 -1.32057 0.24436 0.558 2.203 -0.513 -0.273
H 1.51589 -6.77455 -1.34282 0.291 0.293 0.001 0.164
H 1.05070 -6.57419 -3.07934 0.567 1.144 -0.065 0.187
H -0.13412 -6.85408 -1.94083 -0.169 -0.539 0.327 0.153
H 0.19844 -5.52238 0.29412 0.241 0.021 0.146 0.161
H -1.28426 -5.11107 -0.55495 -0.216 0.073 -0.047 0.167
H 0.90244 -3.09179 0.01898 0.222 0.188 -0.192 0.204
H -0.28318 -3.32929 1.22714 -0.391 -0.454 0.135 0.186
H -1.89309 -1.16127 1.02302 -0.674 -1.397 0.104 0.175
H -1.32803 -0.45356 -0.39100 -0.116 -0.312 -0.602 0.229
H -0.23262 -1.01628 0.75339 0.578 -0.562 -0.023 0.142
```
Forces are in eV/Å.

Charge: -3
Multiplicity: 1

Summary of LUMO energy in eV
0.572, 5.532
(order as listed above)
Summary of maximum force in Eh/bohr
0.122, 0.241
(order as listed above)